Record 1
Formula: C30H35FN2O8
Source: OMol25
Level of theory: wB97M-V/def2-TZVPD

```
76
Properties=species:S:1:pos:R:3:forces:R:3
C -4.05008 -0.25997 1.33001 0.068 0.176 1.419
C -3.96020 -1.34173 0.27030 1.353 1.228 -0.535
N -3.78470 -0.69256 -1.06566 1.108 0.691 0.249
C -4.73093 -0.27997 -1.92659 -2.045 -0.155 -1.423
C -4.16548 0.32998 -2.99842 1.525 0.082 0.314
N -2.80836 0.35699 -2.70685 0.501 0.171 1.102
C -2.60428 -0.19979 -1.51980 -0.566 -1.366 0.098
C -1.79905 1.14044 -3.40243 -0.244 0.724 -1.109
H -3.41907 0.61273 1.14976 0.069 -0.193 -0.548
H -3.60097 -0.65050 2.24853 -0.214 -0.167 -0.018
H -5.02526 0.13111 1.62113 -0.249 -0.289 -0.435
H -4.73276 -2.10024 0.22775 -0.194 0.150 -0.031
H -2.99235 -1.82227 0.40341 -0.162 -0.366 0.146
H -5.78782 -0.47053 -1.82098 0.146 -0.205 0.306
H -4.44429 0.71496 -3.96295 -0.648 0.026 0.230
H -1.64436 -0.40271 -1.06136 0.059 0.395 0.047
H -1.93505 2.19649 -3.17515 -0.076 -0.053 0.186
H -1.99007 1.01377 -4.46857 0.229 -0.078 -0.011
H -0.76164 0.91199 -3.17684 -0.198 -0.550 0.329
F 0.58766 0.29393 -0.66506 -0.352 -0.075 -0.036
C 0.75002 3.99890 0.08747 0.417 0.109 -0.008
C 1.08309 5.14221 0.81104 -0.640 -0.153 0.392
C 0.05880 5.91238 1.36576 -0.346 -0.677 -0.229
C -1.26994 5.51124 1.21544 0.564 -0.114 -0.181
C -1.57359 4.32159 0.56424 0.003 0.325 -0.695
C -0.56077 3.57664 -0.05207 -0.168 0.322 0.704
O -0.85943 2.44144 -0.74076 -0.473 -0.018 0.046
O 0.33987 7.09907 1.98411 0.719 0.593 0.075
H 1.52617 3.41228 -0.39140 0.075 -0.022 0.106
H 2.11720 5.36691 1.02882 0.030 0.264 -0.237
H -2.03292 6.18562 1.58132 -0.177 -0.175 0.068
H -2.60984 4.06311 0.38435 0.001 -0.213 0.174
H -0.17727 1.74841 -0.58440 0.147 -0.189 -0.376
H -0.01864 7.16480 2.87179 -0.212 -0.251 -0.031
C 2.53376 -1.79346 2.58507 -0.293 -0.131 -0.827
C 1.58738 -0.98962 1.94737 0.411 -0.863 0.210
C 0.35533 -0.82890 2.53710 -0.343 1.289 -0.695
C 0.07983 -1.28972 3.81483 -0.288 -0.376 -1.054
C 0.98618 -2.16109 4.38246 0.359 -0.581 0.480
C 2.21254 -2.43921 3.76164 0.047 1.140 0.669
O 3.16206 -3.13069 4.47837 -0.305 -0.407 -0.156
O -0.62758 -0.13975 1.84218 0.103 -0.035 0.416
H 3.46214 -2.01692 2.06688 0.110 0.152 0.165
H 1.73849 -0.61017 0.94726 0.147 0.077 0.175
H -0.90354 -1.01469 4.17516 0.111 -0.336 0.529
H 0.78930 -2.68052 5.31339 -0.045 0.256 0.109
H 3.94830 -3.20911 3.92850 0.005 -0.053 0.052
H -0.21217 0.24678 1.04837 0.011 -0.234 -0.060
C 4.49611 0.41256 -3.32883 0.394 0.464 -0.006
C 5.74996 0.95203 -3.02158 -0.018 -0.141 -0.399
C 6.11777 1.19638 -1.72019 -0.492 0.409 0.709
C 5.19934 0.97730 -0.68636 0.423 0.096 -0.564
C 3.94849 0.47765 -0.99214 -0.242 -0.275 -0.161
C 3.56859 0.23422 -2.32109 -0.004 0.181 0.584
O 2.29062 -0.10225 -2.62378 -0.261 -0.165 -0.113
O 7.34355 1.76635 -1.46168 0.027 -0.080 -0.151
H 4.22617 0.21360 -4.35698 -0.076 0.084 -0.010
H 6.42869 1.28640 -3.79727 0.029 -0.361 -0.107
H 5.48768 1.30413 0.30742 -0.205 -0.339 0.177
H 3.22303 0.22153 -0.23097 0.045 0.351 0.153
H 1.67942 0.11247 -1.87289 0.294 -0.087 -0.110
H 7.42370 1.88549 -0.51063 0.054 0.020 -0.026
C -0.41089 -3.67478 0.90342 0.135 -0.994 0.074
C -1.48243 -4.52553 1.17944 -0.707 1.011 0.210
C -2.51278 -4.64376 0.24674 1.133 0.004 -0.506
C -2.41591 -3.98286 -0.98788 -0.363 -0.610 0.174
C -1.30373 -3.22636 -1.31870 -0.455 -0.629 1.004
C -0.29565 -3.13216 -0.34791 0.023 1.752 -1.604
O 0.83179 -2.44266 -0.67922 0.792 -0.425 0.175
O -3.55919 -5.51826 0.47707 -0.178 -0.078 0.013
H 0.44230 -3.51420 1.55110 -0.252 -0.087 0.331
H -1.63267 -4.93274 2.17131 0.206 -0.316 -0.087
H -3.22214 -4.16760 -1.69141 0.030 0.179 -0.077
H -1.23201 -2.74678 -2.28368 0.270 -0.007 -0.038
H 0.73618 -1.48451 -0.82715 -0.458 0.145 0.116
H -3.36175 -6.31528 -0.03071 -0.222 0.051 0.137
```
Forces are in eV/Å.

The calculation puts the maximum force at 2.50 eV Å⁻¹. The HOMO-LUMO gap is 0.2759 hartree. Its electronic energy is -53754.9865 eV. The calculation puts the HOMO energy at -7.3260 eV. As for the energy relative to the best compared isomer or geometry (same formula, charge and spin): 0.0 kJ/mol. The calculation puts the lowest unoccupied orbital energy at 0.181 eV.

=====

Record 2
Formula: C30H35InN9O4PS5
Source: OMol25
Level of theory: wB97M-V/def2-TZVPD

```
85
Properties=species:S:1:pos:R:3:forces:R:3
In 0.16667 0.25558 -0.18928 0.801 -0.367 0.183
S 1.34914 5.15328 -0.47662 -0.037 -0.079 0.013
C 2.09536 3.74579 -1.09064 -0.039 -0.037 0.128
S 3.43387 3.38985 -1.92367 0.058 0.420 -0.336
S 0.75787 2.98960 -0.29549 0.224 0.510 -0.033
N 0.58380 -3.43930 -2.24650 -0.235 -0.481 -0.266
C 0.60344 -2.24277 -2.94652 0.107 0.412 -0.543
C -0.04065 -2.21397 -4.19008 -0.122 0.021 0.200
C 0.07185 -1.08592 -4.97439 0.227 0.041 0.093
C 0.84515 -0.02721 -4.51579 -0.025 -0.231 -0.096
C 1.41074 -0.14239 -3.26225 0.129 0.265 -0.379
N 1.30539 -1.21384 -2.48250 0.019 -0.588 0.093
C 0.74095 -3.69231 -0.90621 0.162 -0.141 0.423
C 0.97453 -5.02409 -0.51556 0.011 0.063 0.040
C 1.12619 -5.31233 0.82225 -0.076 0.208 -0.119
C 1.01920 -4.27230 1.73901 0.039 0.107 0.118
C 0.76570 -2.99972 1.26036 0.059 -0.309 0.438
N 0.65221 -2.70043 -0.02698 -0.292 0.207 -0.463
H 0.31500 -4.24183 -2.79880 0.097 0.192 0.126
H -0.63565 -3.06015 -4.50567 -0.034 -0.042 -0.032
H -0.43342 -1.02812 -5.92699 -0.025 -0.023 -0.083
H 0.97630 0.87081 -5.09726 -0.012 0.056 0.019
H 1.99543 0.66919 -2.85168 -0.009 0.159 0.052
H 1.04513 -5.79579 -1.26780 0.025 -0.075 -0.065
H 1.31953 -6.32315 1.15418 -0.004 -0.045 -0.038
H 1.12008 -4.43601 2.80017 -0.040 -0.017 0.091
H 0.63450 -2.17400 1.94364 0.073 -0.037 0.065
C -7.60349 1.41415 3.72777 0.009 0.003 -0.057
C -6.27511 1.23621 3.05642 0.037 0.017 0.057
C -5.45593 2.32775 2.78947 -0.071 -0.147 -0.024
C -4.23991 2.15002 2.15002 0.078 0.141 -0.058
C -3.84118 0.87697 1.79043 0.667 0.127 -0.147
C -4.63310 -0.22378 2.06008 -0.011 -0.121 -0.051
C -5.85379 -0.03866 2.68324 0.139 0.070 -0.052
S -2.27138 0.65552 0.94490 -1.462 -0.189 0.385
O -1.67235 1.98510 0.85732 -0.107 -0.009 0.418
O -2.61200 0.13002 -0.38634 0.080 -0.259 0.061
N -1.39904 -0.42837 1.66842 -0.639 0.422 -1.399
C -0.92960 -0.04615 2.97334 0.417 0.181 0.783
C 0.60865 -0.15785 3.07061 -0.292 -0.033 0.234
O 1.14173 -0.57841 4.09105 -0.062 -0.170 0.474
O 1.25624 0.20026 2.03503 -0.147 0.200 -0.993
H -7.64086 2.35013 4.28019 -0.054 0.026 0.046
H -7.80011 0.58955 4.41027 -0.072 0.007 0.059
H -8.39545 1.42703 2.97881 -0.119 0.019 0.021
H -5.77488 3.32024 3.08135 0.007 0.025 0.010
H -3.59269 2.98311 1.91596 0.008 0.065 0.049
H -4.27834 -1.20267 1.77219 -0.049 -0.139 0.019
H -6.48905 -0.88810 2.89049 -0.035 -0.092 0.036
H -1.38098 -0.67591 3.74985 0.135 0.129 -0.108
H -1.16933 1.00404 3.18822 0.101 -0.041 0.258
S -0.77180 2.41921 -3.31532 0.418 -0.043 0.181
C -2.40514 2.46388 -3.47452 0.279 -0.369 0.497
N -3.20948 1.76652 -2.58220 0.042 0.198 -0.268
C -4.53820 1.73502 -2.72058 -0.467 0.140 -0.249
C -5.14354 2.41427 -3.74332 0.117 -0.009 0.084
C -4.28457 3.14846 -4.59733 -0.397 -0.353 0.301
N -2.99582 3.16185 -4.46927 -0.043 0.464 -0.506
H -2.77919 1.24423 -1.80436 -0.024 0.145 -0.183
H -5.08368 1.15461 -1.98867 0.042 -0.029 0.037
H -6.21012 2.39965 -3.88829 -0.067 -0.018 0.067
H -4.68387 3.73616 -5.41747 -0.118 -0.003 -0.007
C 5.70135 -1.27028 0.67030 0.428 -0.303 -0.103
N 4.31663 -1.25654 1.27173 0.099 -0.301 0.246
C 4.28092 -0.21802 2.38731 -0.205 0.211 0.763
N 4.71980 1.03918 1.91461 0.364 0.167 0.308
C 6.04237 0.96699 1.32977 0.054 0.022 0.136
N 6.08773 0.01965 0.22281 0.419 -0.012 0.144
C 5.31887 0.49143 -0.92122 -0.447 0.170 -0.393
P 3.48828 0.73906 -0.56810 0.355 -0.575 0.374
C 3.31592 -0.94872 0.23176 -0.515 0.338 -0.746
C 3.75278 1.66945 1.03748 -0.446 0.255 -0.298
H 5.69928 -1.97420 -0.16879 -0.085 0.029 0.177
H 6.39311 -1.61661 1.44727 -0.167 0.022 -0.064
H 4.08912 -2.16472 1.68097 0.111 0.009 0.010
H 4.94668 -0.57585 3.18066 -0.070 -0.115 -0.159
H 3.24253 -0.14580 2.74291 0.268 -0.223 -0.082
H 6.76164 0.65251 2.09707 -0.100 0.027 -0.111
H 6.32244 1.95475 0.95882 0.019 -0.079 0.051
H 5.42632 -0.23050 -1.73592 -0.007 0.053 -0.031
H 5.73605 1.44126 -1.26354 0.046 -0.067 0.003
H 3.35904 -1.70141 -0.56112 0.083 -0.022 0.129
H 2.32464 -0.97924 0.67692 0.294 -0.161 0.166
H 2.78967 1.72277 1.55298 0.172 0.074 -0.109
H 4.09388 2.68231 0.80863 -0.087 -0.062 -0.017
```
Forces are in eV/Å.

The calculation puts the maximum force at 1.60 eV Å⁻¹. The HOMO-LUMO gap is 0.2249 hartree. Its electronic energy is -121915.8868 eV. The calculation puts the HOMO energy at -6.7391 eV. As for the energy relative to the best compared isomer or geometry (same formula, charge and spin): 314.3 kJ/mol. The calculation puts the lowest unoccupied orbital energy at -0.620 eV.

=====

Q: lowest unoccupied orbital energy of number 2 (C30H35InN9O4PS5)?
A: -0.620 eV

=====

Q: The lowest lowest unoccupied orbital energy belongs to which entry?
A: C30H35InN9O4PS5

=====

Q: Look up the electronic energy of the first one.
A: -53754.9865 eV